A structure of composition C32H35I2KN4O5 in a non-equilibrium geometry, computed with ωB97M-V/def2-TZVPD.

Each line ends with the Mulliken charge.
Atoms and positions in Å:
K -0.1274 -0.3383 -0.4613  1.071
I 1.9409 -5.0686 6.2229  -0.078
C 1.4402 -3.8378 4.6067  -0.455
C 0.8998 -4.3959 3.4553  -0.431
C 0.5633 -3.5560 2.4124  -0.361
I -0.2547 -4.3453 0.6624  -0.041
C 0.7482 -2.1313 2.4304  -0.432
O 0.3995 -1.3941 1.4620  0.457
C 1.3227 -1.6182 3.6432  1.407
C 1.6919 -0.1461 3.7798  -1.671
N 0.8001 0.8709 3.2520  -0.217
C -0.5652 0.6342 3.6476  -0.341
C -1.5581 1.6089 3.0555  0.279
C -2.8945 1.2156 2.9587  -0.538
C -3.8171 2.0761 2.4014  -0.498
C -3.3821 3.3099 1.9425  -0.357
C -2.0389 3.6131 2.0793  -0.217
N -1.1401 2.7991 2.6336  -0.433
C 1.6438 -2.4656 4.6899  -0.457
H 0.7371 -5.4615 3.3724  0.381
H 2.6683 0.0181 3.3128  0.277
H 1.8289 0.0502 4.8513  0.402
H 0.8602 0.9009 2.2409  0.110
H -0.6328 0.7048 4.7428  0.434
H -0.9040 -0.3773 3.3772  0.166
H -3.1818 0.2260 3.2951  0.470
H -4.8537 1.7777 2.2953  0.368
H -4.0524 4.0046 1.4544  0.386
H -1.6567 4.5579 1.7073  0.360
H 2.0685 -2.0396 5.5936  0.331
N -2.8242 -1.1899 0.1734  -0.034
C -3.3527 -2.0897 -0.8584  -1.088
C -2.5364 -2.0120 -2.1453  0.196
C -2.8278 -0.7495 -2.9627  0.147
C -2.0679 -0.6747 -4.2830  -0.849
N -0.6881 -0.2380 -4.0789  -0.215
H -3.4022 -1.2042 1.0037  0.215
H -2.7704 -0.2232 -0.1429  -0.275
H -4.4093 -1.8970 -1.1067  0.391
H -3.2990 -3.1064 -0.4614  0.410
H -2.7704 -2.8827 -2.7688  0.442
H -1.4739 -2.0919 -1.8943  -0.439
H -2.5906 0.1512 -2.3872  -0.247
H -3.9063 -0.7228 -3.1668  0.406
H -2.5696 0.0460 -4.9358  0.428
H -2.1415 -1.6559 -4.7828  0.326
H -0.1568 -0.3289 -4.9375  0.271
H -0.1978 -0.8334 -3.4077  -0.063
C 2.5632 2.5411 -1.6490  -1.748
C 1.1767 2.3485 -1.0576  0.877
O 1.0688 1.6410 -0.0648  -0.746
C 0.0263 3.0142 -1.6981  0.435
C 0.2607 4.1122 -2.5391  -0.548
C -0.7549 4.8322 -3.1302  -0.844
C -2.0811 4.4214 -2.8886  -0.327
C -2.3614 3.3403 -2.0980  -0.792
C -1.3273 2.5563 -1.4680  0.249
O -1.6163 1.5361 -0.7842  -0.235
H 3.2270 1.8020 -1.2063  0.222
H 2.9402 3.5400 -1.4120  0.468
H 2.5561 2.4312 -2.7339  0.395
H 1.2857 4.4175 -2.7183  0.313
H -0.5380 5.6827 -3.7634  0.351
H -2.9004 4.9687 -3.3469  0.360
H -3.3810 3.0149 -1.9259  0.360
O 2.3611 -2.4540 -3.6094  -0.825
C 2.0902 -2.0334 -2.4745  -0.470
O 0.9717 -1.6431 -2.0333  -0.361
C 3.2544 -1.9267 -1.4837  0.308
C 4.4072 -2.6757 -1.6967  -0.430
C 5.4945 -2.5666 -0.8393  -0.465
C 5.4555 -1.6776 0.2296  -0.546
C 4.3164 -0.9102 0.4377  -0.995
C 3.2171 -1.0494 -0.4007  0.304
H 4.4276 -3.3335 -2.5563  0.434
H 6.3789 -3.1717 -1.0076  0.355
H 6.3049 -1.5856 0.8969  0.372
H 4.2701 -0.2122 1.2657  0.374
H 2.3370 -0.4504 -0.2182  0.760

Its charge is -2. The calculation puts the HOMO energy at -2.17 eV. For the energy relative to the best compared isomer or geometry (same formula, charge and spin), the calculation gives 36.2 kcal/mol. The calculation puts the HOMO-LUMO gap at 5.731 eV. For the LUMO energy, the calculation gives 3.5653 eV. The total energy comes out at -82480.40844 eV.

---

A cluster of 3 separate species, C23H30N2O10 in total in a non-equilibrium geometry, computed with ωB97M-V/def2-TZVPD.

Each line ends with the natural charge from an NBO analysis.
Atoms and positions in Å:
C -4.3261 -1.9034 2.8430  -0.622
C -5.2770 -2.1807 1.5442  -0.416
C -4.2887 -2.2799 0.2853  -0.420
C -5.0637 -2.2441 -1.1455  -0.078
O -4.1251 -2.7853 -2.1107  -0.419
N -4.5904 -2.5992 -3.4195  -0.243
C -3.6796 -3.5987 -4.1064  0.668
O -3.9910 -4.4675 -4.9383  -0.468
C -2.2773 -3.2041 -3.4490  -0.071
C -1.0187 -4.0059 -3.0865  -0.217
C 0.1389 -3.1912 -2.3941  -0.178
C 0.0026 -1.6500 -2.1101  -0.261
C -1.2838 -0.8365 -2.5260  0.189
N -1.4519 0.6047 -2.3316  -0.502
C -2.7601 0.9668 -1.6937  -0.458
C -0.4133 1.1510 -1.3834  0.742
C -0.5660 0.6787 0.1640  -0.756
O 0.5024 1.9170 -1.7744  -0.539
C -2.4010 -1.6636 -3.1863  -0.146
C -3.8568 -1.3068 -3.7342  0.661
O -4.3257 -0.3098 -4.3132  -0.494
H -3.3896 -1.2926 2.5441  0.197
H -4.8555 -1.2730 3.6427  0.220
H -3.9113 -2.8905 3.2677  0.217
H -5.7191 -3.2200 1.7084  0.215
H -6.0704 -1.3545 1.4516  0.213
H -3.7038 -3.2721 0.3086  0.224
H -3.5138 -1.4491 0.3918  0.193
H -5.9500 -2.9581 -1.0262  0.196
H -5.4530 -1.2039 -1.4049  0.193
H -0.9661 -5.1151 -3.3181  0.252
H 1.0835 -3.7726 -2.1164  0.241
H 0.8799 -1.1490 -1.5912  0.240
H -2.6833 1.9342 -1.0672  0.225
H -3.4760 1.2422 -2.5606  0.248
H -3.2620 0.1155 -1.1241  0.206
H 0.4001 0.7869 0.7550  0.256
H -1.0110 -0.3856 0.2014  0.244
H -1.3634 1.3568 0.6401  0.245
C 3.9248 5.2479 -2.3798  -0.628
C 4.2959 4.1087 -1.4538  0.058
C 3.1154 3.3176 -0.9727  -0.094
O 3.5616 2.8352 0.2901  -0.496
C 4.4875 3.7243 0.7435  0.974
O 4.9271 3.7360 1.8591  -0.589
O 4.8508 4.6002 -0.2351  -0.486
H 3.2729 4.9085 -3.1880  0.225
H 3.4293 6.0555 -1.8348  0.224
H 4.8254 5.6786 -2.8249  0.225
H 5.0414 3.4625 -1.9299  0.183
H 2.8761 2.4880 -1.6385  0.221
H 2.2159 3.9208 -0.8185  0.189
C 4.9042 1.5941 3.5525  -0.622
C 4.1431 0.3352 3.9125  0.059
C 3.8523 0.2070 5.3793  -0.095
O 3.7945 -1.2030 5.5607  -0.492
C 4.5757 -1.7549 4.5909  0.965
O 4.9117 -2.9043 4.5622  -0.575
O 4.9266 -0.8284 3.6548  -0.490
H 4.4320 2.4816 3.9775  0.226
H 5.9413 1.5412 3.8950  0.219
H 4.9399 1.7122 2.4713  0.240
H 3.2259 0.2653 3.3170  0.174
H 2.9022 0.6693 5.6531  0.200
H 4.6428 0.6102 6.0199  0.185

The calculation puts the HOMO energy at -9.08 eV. For the energy relative to the best compared isomer or geometry (same formula, charge and spin), the calculation gives 207.8 kcal/mol. The calculation puts the HOMO-LUMO gap at 8.263 eV. As for the structure (SMILES): CCCCON1C(=O)c2cccc(N(C)C(C)=O)c2C1=O.C[C@@H]1COC(=O)O1.C[C@@H]1COC(=O)O1. For the LUMO energy, the calculation gives -0.8222 eV. The total energy comes out at -47784.03664 eV.

---

A cluster of 10 separate species, C40H60O30 in total in a non-equilibrium geometry, computed with ωB97M-V/def2-TZVPD.

Each line ends with the Mulliken charge.
Atoms and positions in Å:
C 3.6837 -2.0321 -1.0448  -1.091
C 3.5369 -2.4505 -2.4804  0.290
C 2.0738 -2.7248 -2.8830  0.345
O 1.8685 -1.9609 -4.0559  -0.066
C 2.9400 -1.1642 -4.2752  0.600
O 2.9904 -0.3362 -5.1273  -0.550
O 3.9370 -1.4606 -3.4276  -0.317
H 4.7222 -1.9198 -0.7361  0.465
H 3.1662 -2.7188 -0.3787  0.364
H 3.2387 -1.0329 -1.0150  -0.081
H 4.0687 -3.3831 -2.6848  0.317
H 1.3800 -2.4756 -2.0716  -0.666
H 1.8677 -3.7849 -3.0388  0.458
C -5.7105 -1.4561 2.5911  -1.564
C -4.6186 -0.4110 2.5551  1.128
C -4.9725 0.9797 3.0964  -0.352
O -3.9512 1.2350 4.0685  -0.364
C -3.1119 0.1817 4.1472  0.367
O -2.1872 0.1248 4.8981  -0.561
O -3.5168 -0.8164 3.3705  0.104
H -5.4014 -2.4987 2.5401  0.164
H -6.4944 -1.3439 1.8385  0.422
H -6.2954 -1.4126 3.5186  0.475
H -4.2501 -0.2668 1.5368  -0.289
H -5.9823 0.9675 3.5083  0.302
H -4.8704 1.7633 2.3495  0.311
C -1.0659 -4.4424 7.4962  -1.506
C -1.2940 -4.4582 5.9895  0.387
C -2.2339 -3.3984 5.4677  -0.613
O -1.6137 -2.9641 4.2524  0.496
C -0.3077 -3.3552 4.2909  0.270
O 0.4836 -3.0615 3.4491  -0.553
O -0.0531 -4.1200 5.3598  -0.448
H -1.9908 -4.7138 8.0134  0.376
H -0.8804 -3.4188 7.8243  0.373
H -0.2837 -5.1380 7.7837  0.356
H -1.5927 -5.4585 5.6635  0.312
H -2.2515 -2.5562 6.1652  0.290
H -3.2304 -3.7883 5.2771  0.312
C 0.5007 0.9767 -3.7939  -0.333
C -0.5495 1.7004 -2.9676  1.400
C 0.0424 2.5116 -1.8095  1.002
O 0.0650 3.8591 -2.2877  -0.471
C -0.8098 3.9786 -3.2995  0.487
O -1.2839 5.0072 -3.6613  -0.592
O -1.1136 2.7560 -3.7834  -0.515
H 0.6451 0.0067 -3.3070  0.035
H 1.4430 1.5287 -3.7621  -0.601
H 0.2393 0.8179 -4.8371  0.416
H -1.3739 1.0412 -2.6992  -0.220
H 1.0695 2.2079 -1.6131  -0.744
H -0.5241 2.5511 -0.8780  -0.052
C 1.5428 2.9873 4.0362  -1.340
C 0.0211 3.1253 4.1126  0.513
C -0.5034 4.4427 3.5464  -0.650
O -1.2927 4.0739 2.4258  -0.408
C -1.3404 2.7399 2.3082  0.769
O -1.9410 2.2108 1.4185  -0.544
O -0.6175 2.1728 3.2738  -0.216
H 2.0089 3.7063 4.7151  0.457
H 1.9374 3.1648 3.0379  0.107
H 1.8442 2.0088 4.4114  0.364
H -0.3068 2.9674 5.1388  0.322
H 0.2753 5.1463 3.2501  0.279
H -1.0689 4.9947 4.3005  0.309
C 4.2261 7.0858 0.4555  -1.517
C 3.4590 6.1868 -0.5048  0.124
C 4.1521 4.9108 -1.0026  -0.325
O 3.3551 3.8287 -0.5760  0.007
C 2.3233 4.2882 0.1444  0.165
O 1.4815 3.6083 0.6464  -0.427
O 2.4223 5.6065 0.3328  -0.342
H 5.0991 7.4825 -0.0656  0.395
H 4.5112 6.5511 1.3607  0.359
H 3.5603 7.8747 0.8024  0.393
H 3.0448 6.7322 -1.3544  0.331
H 5.1526 4.8528 -0.5558  0.339
H 4.3150 4.9041 -2.0811  0.390
C -0.3910 -1.9578 -6.0258  -1.622
C -1.2962 -2.2274 -4.8424  2.265
C -2.5292 -1.3411 -4.7914  -0.037
O -3.5534 -2.1954 -4.3090  -0.349
C -3.1384 -3.4708 -4.3962  0.532
O -3.7515 -4.4217 -4.0198  -0.558
O -1.8891 -3.5336 -4.9267  -0.507
H 0.4541 -2.6412 -6.0026  0.319
H -0.0601 -0.9205 -6.0111  0.255
H -0.8815 -2.1368 -6.9852  0.457
H -0.6915 -2.0549 -3.9491  -0.937
H -2.8444 -0.9190 -5.7516  0.333
H -2.4129 -0.4931 -4.1174  -0.084
C -4.4610 -3.8928 -0.5251  -1.021
C -3.4266 -4.6394 0.2703  0.595
C -2.8822 -3.9452 1.5160  1.047
O -3.0471 -4.8976 2.5403  -0.351
C -3.7512 -5.9513 2.1266  0.421
O -4.1865 -6.8034 2.8379  -0.581
O -4.0263 -5.8482 0.8053  -0.422
H -3.9698 -3.0937 -1.0861  0.040
H -5.2617 -3.5151 0.1120  0.275
H -4.9576 -4.5150 -1.2694  0.385
H -2.5518 -4.9690 -0.2976  0.286
H -3.4302 -3.0439 1.7854  -0.638
H -1.8333 -3.7181 1.3270  -0.252
C 4.7390 1.4571 -1.4340  -0.401
C 5.0166 1.8226 -2.8973  0.797
C 4.0356 2.7854 -3.5559  0.408
O 4.8838 3.6790 -4.2902  -0.466
C 6.1642 3.5004 -3.9214  0.579
O 7.1018 4.1100 -4.3276  -0.568
O 6.2533 2.5387 -2.9773  -0.444
H 3.6666 1.2399 -1.3942  -0.456
H 5.0563 2.2473 -0.7638  0.303
H 5.1852 0.4768 -1.2761  0.330
H 5.1154 0.9142 -3.4949  0.262
H 3.4710 3.4399 -2.8833  -0.263
H 3.3515 2.2815 -4.2379  -0.003
C 1.3393 0.1601 0.4355  -0.017
C 0.3966 -1.0259 0.2936  0.996
C -0.7521 -0.9561 1.2896  2.509
O -1.9147 -1.0806 0.4570  0.295
C -1.5743 -1.0200 -0.8301  -0.279
O -2.3349 -1.1392 -1.7529  -0.543
O -0.2458 -0.9835 -0.9960  0.256
H 0.7928 1.0791 0.2387  -0.057
H 2.2105 0.0789 -0.2122  -1.181
H 1.5908 0.1344 1.4988  0.600
H 0.9734 -1.9512 0.3561  0.043
H -0.7765 -0.1362 2.0097  -0.939
H -0.7831 -1.8315 1.9423  -1.537

The calculation puts the HOMO energy at -10.74 eV. For the energy relative to the best compared isomer or geometry (same formula, charge and spin), the calculation gives 5.6 kcal/mol. The calculation puts the HOMO-LUMO gap at 10.898 eV. As for the structure (SMILES): C[C@H]1COC(=O)O1.C[C@H]1COC(=O)O1.C[C@H]1COC(=O)O1.C[C@H]1COC(=O)O1.C[C@H]1COC(=O)O1.C[C@H]1COC(=O)O1.C[C@H]1COC(=O)O1.C[C@H]1COC(=O)O1.C[C@H]1COC(=O)O1.C[C@H]1COC(=O)O1. For the LUMO energy, the calculation gives 0.1571 eV. The total energy comes out at -103881.50918 eV.